No. 1
{
  "formula": "C5H7NO",
  "method": "ωB97M-V/def2-TZVPD",
  "relative_energy_kj_mol": 439.9,
  "charge": 0,
  "energy_ev": -8831.6437,
  "symbols": ["C", "C", "C", "C", "C", "O", "N", "H", "H", "H", "H", "H", "H", "H"],
  "xyz": [[1.311, -0.950, 0.037], [-0.676, -2.123, 0.526], [0.913, 0.394, -0.247], [-0.513, 0.707, -0.507], [-1.153, 1.711, 0.070], [0.590, -1.987, 0.339], [1.853, 1.264, -0.334], [2.372, -1.152, 0.050], [1.524, 2.196, -0.575], [-0.996, -3.121, 0.759], [-1.379, -1.307, 0.490], [-0.996, 0.099, -1.266], [-0.676, 2.316, 0.825], [-2.175, 1.953, -0.166]],
  "nbo_charge": [0.077, -0.094, 0.118, -0.260, -0.359, -0.346, -0.613, 0.191, 0.336, 0.167, 0.167, 0.214, 0.200, 0.202]
}

No. 2
{
  "formula": "C5H8O2",
  "method": "ωB97M-V/def2-TZVPD",
  "relative_energy_kj_mol": 421.2,
  "charge": 0,
  "energy_ev": -9405.4663,
  "symbols": ["C", "C", "C", "O", "C", "C", "O", "H", "H", "H", "H", "H", "H", "H", "H"],
  "xyz": [[-1.277, -1.439, 0.330], [-0.512, -0.186, 0.714], [0.945, -0.200, 0.704], [2.042, 0.638, -0.944], [1.333, 1.100, 0.053], [-0.250, 0.976, -0.340], [-0.355, 0.613, -1.651], [-0.749, -2.341, 0.657], [-1.386, -1.483, -0.758], [-2.272, -1.451, 0.780], [-0.903, 0.314, 1.608], [1.559, -1.076, 0.490], [1.633, 1.990, 0.621], [-0.797, 1.884, -0.071], [0.599, 0.494, -1.911]],
  "nbo_charge": [-0.621, -0.341, 0.148, -0.674, 0.056, 0.120, -0.710, 0.214, 0.243, 0.219, 0.250, 0.217, 0.171, 0.204, 0.502]
}

No. 3
{
  "formula": "C13H58CdF12N3O29S4",
  "method": "ωB97M-V/def2-TZVPD",
  "charge": -1,
  "energy_ev": -158774.5107,
  "symbols": ["Cd", "C", "F", "F", "F", "S", "O", "O", "N", "S", "O", "O", "C", "F", "F", "F", "C", "F", "F", "F", "S", "O", "O", "N", "S", "O", "O", "C", "F", "F", "F", "C", "C", "C", "C", "C", "C", "N", "O", "C", "C", "C", "H", "H", "H", "H", "H", "H", "H", "H", "H", "H", "H", "H", "H", "H", "H", "H", "H", "H", "O", "H", "H", "O", "H", "H", "O", "H", "H", "O", "H", "H", "O", "H", "H", "O", "H", "H", "O", "H", "H", "O", "H", "H", "O", "H", "H", "O", "H", "H", "O", "H", "H", "O", "H", "H", "O", "H", "H", "O", "H", "H", "O", "H", "H", "O", "H", "H", "O", "H", "H", "O", "H", "H", "O", "H", "H", "O", "H", "H"],
  "xyz": [[-1.088, 2.395, -5.088], [-6.112, 2.242, -2.368], [-5.945, 1.177, -1.617], [-7.306, 2.755, -2.292], [-5.260, 3.151, -1.884], [-5.748, 1.949, -4.281], [-6.849, 1.226, -4.875], [-5.535, 3.269, -4.879], [-4.184, 1.077, -4.344], [-4.548, -0.443, -4.368], [-3.346, -1.219, -4.124], [-5.662, -0.796, -3.490], [-5.102, -0.728, -6.225], [-6.293, -1.226, -6.249], [-5.023, 0.423, -6.880], [-4.380, -1.674, -6.860], [-6.911, -3.390, 2.361], [-5.838, -3.291, 3.101], [-6.792, -2.445, 1.398], [-6.925, -4.650, 1.825], [-8.486, -3.133, 3.510], [-9.549, -3.996, 3.050], [-8.051, -3.485, 4.847], [-8.824, -1.372, 3.623], [-9.742, -1.191, 2.256], [-9.781, 0.192, 1.929], [-9.481, -2.113, 1.116], [-11.602, -1.470, 2.805], [-11.833, -2.783, 2.923], [-11.804, -0.756, 3.891], [-12.333, -0.890, 1.863], [1.311, -1.465, 0.222], [1.191, 0.074, 0.482], [1.900, 0.223, 1.912], [3.408, 0.165, 1.887], [3.949, 1.217, 0.868], [3.453, 0.958, -0.579], [1.906, 0.859, -0.597], [1.301, 0.806, -1.921], [4.309, -0.281, -1.251], [3.898, 2.252, -1.374], [-0.291, 0.502, 0.646], [2.290, -1.926, 0.349], [0.840, -1.688, -0.736], [0.631, -1.952, 0.921], [1.576, -0.622, 2.520], [1.428, 1.090, 2.375], [3.639, -0.833, 1.514], [3.881, 0.200, 2.868], [5.027, 1.318, 0.995], [3.533, 2.191, 1.123], [4.048, -0.573, -2.268], [4.106, -1.201, -0.703], [5.394, -0.180, -1.212], [3.540, 2.191, -2.402], [4.986, 2.221, -1.433], [3.563, 3.215, -0.989], [-0.409, 1.571, 0.466], [-0.652, 0.332, 1.661], [-0.931, 0.009, -0.085], [4.028, 5.277, 5.141], [4.213, 5.181, 4.206], [4.889, 5.269, 5.558], [3.225, 7.207, 1.325], [4.142, 6.963, 1.450], [3.057, 7.860, 2.004], [1.155, -7.183, -1.122], [0.247, -6.886, -1.063], [1.280, -7.388, -2.049], [1.910, 2.786, 7.220], [2.263, 3.380, 6.557], [1.922, 1.925, 6.802], [4.831, -6.510, 0.143], [3.952, -6.751, -0.148], [4.686, -5.957, 0.911], [4.755, 7.559, -5.053], [4.965, 6.738, -5.499], [5.410, 8.180, -5.371], [6.179, -5.333, -3.197], [5.809, -5.436, -2.320], [5.475, -5.600, -3.788], [8.001, -2.302, -5.630], [7.671, -2.797, -4.880], [8.517, -2.936, -6.127], [1.507, 3.710, -6.326], [2.381, 3.354, -6.167], [1.659, 4.487, -6.864], [-0.162, 5.136, 0.729], [0.054, 4.215, 0.583], [0.687, 5.574, 0.790], [-1.466, 4.970, -3.216], [-1.752, 5.835, -3.509], [-1.378, 5.055, -2.266], [10.754, 0.593, 0.517], [10.686, 0.574, -0.438], [10.515, -0.292, 0.792], [-1.295, -2.607, 6.078], [-1.390, -3.543, 6.254], [-0.633, -2.559, 5.388], [-3.088, 5.059, 3.377], [-2.404, 4.950, 2.716], [-2.645, 4.891, 4.209], [6.893, 5.768, 1.425], [6.834, 4.902, 1.023], [7.640, 6.183, 0.994], [4.879, -4.906, 3.752], [4.504, -5.137, 4.602], [5.560, -4.265, 3.957], [0.231, -7.531, 3.362], [0.640, -6.794, 2.909], [0.889, -7.819, 3.994], [-4.991, -0.115, 6.465], [-4.751, -0.933, 6.901], [-4.157, 0.329, 6.314], [1.930, -2.273, -5.220], [2.763, -2.691, -5.002], [1.693, -1.786, -4.430], [-2.320, -5.281, -1.394], [-3.043, -5.450, -1.998], [-2.302, -4.328, -1.302]],
  "mulliken_charge": [0.631, 0.692, -0.174, -0.207, -0.244, 0.879, -0.555, -0.631, -0.385, 0.967, -0.692, -0.589, 0.685, -0.219, -0.226, -0.256, 0.669, -0.223, -0.212, -0.249, 1.012, -0.566, -0.695, -0.462, 0.988, -0.653, -0.592, 0.646, -0.193, -0.241, -0.230, -1.739, 1.312, -1.348, -0.552, -1.189, 1.134, 0.695, -0.447, -1.404, -1.766, -1.445, 0.328, 0.406, 0.473, 0.421, 0.488, 0.233, 0.408, 0.477, 0.415, 0.412, 0.272, 0.401, 0.433, 0.405, 0.391, 0.200, 0.406, 0.438, -0.617, 0.306, 0.319, -0.614, 0.305, 0.315, -0.622, 0.323, 0.300, -0.633, 0.324, 0.304, -0.646, 0.330, 0.299, -0.632, 0.310, 0.322, -0.637, 0.327, 0.311, -0.647, 0.323, 0.319, -0.545, 0.289, 0.294, -0.632, 0.300, 0.312, -0.564, 0.292, 0.295, -0.642, 0.322, 0.320, -0.614, 0.326, 0.288, -0.622, 0.311, 0.308, -0.617, 0.305, 0.318, -0.610, 0.312, 0.310, -0.614, 0.303, 0.311, -0.607, 0.311, 0.297, -0.616, 0.305, 0.313, -0.624, 0.323, 0.313]
}